C3H5N3O3 | ωB97M-V/def2-TZVPD

Properties
- Net charge: 0
- Electronic energy: -507.059842 hartree
- HOMO level (alpha / beta): -10.06 / -9.31 eV

Positions of all 14 atoms, in Å:
C -0.56639 1.33477 -1.00987
C 1.88116 -0.57110 -0.10714
C 0.07446 0.34451 1.09603
N -0.91645 1.28932 -2.13086
N -0.51421 1.30595 0.23698
N -2.30824 -0.58174 -0.36331
O -2.41197 -0.38776 -1.49543
O -2.59253 -1.17744 0.59129
O 0.60780 -0.78833 0.46132
H 1.87430 0.29005 -0.78474
H 2.13219 -1.46647 -0.66895
H 2.62735 -0.40374 0.68078
H 0.82737 0.84895 1.72478
H -0.71483 -0.03697 1.76911